Entry 1:
Computed, not measured: C32H35FeN6O8S as an isolated structure at a distorted geometry, with ωB97M-V/def2-TZVPD.

CARTESIAN COORDINATES (ANGSTROEM)
Fe  -1.215  0.717  -0.110
N  3.847  4.365  4.631
C  2.625  4.175  4.022
C  1.541  5.007  4.315
C  0.350  4.872  3.629
C  0.227  3.905  2.650
C  1.283  3.066  2.354
C  2.471  3.186  3.046
S  -1.276  3.862  1.672
O  -1.024  4.661  0.507
O  -2.388  4.249  2.499
N  -1.542  2.319  1.139
C  -1.515  1.335  2.014
N  -2.131  0.174  1.667
C  -2.089  -0.833  2.524
C  -1.453  -0.741  3.759
C  -0.911  0.496  4.059
N  -0.937  1.511  3.217
H  3.852  4.906  5.480
H  4.491  3.591  4.613
H  1.646  5.762  5.081
H  -0.493  5.512  3.835
H  1.150  2.317  1.592
H  3.298  2.523  2.837
H  -2.620  -1.729  2.228
H  -1.429  -1.568  4.450
H  -0.443  0.707  5.013
O  -1.433  -1.324  -0.897
C  -1.183  -1.500  -2.307
C  -0.507  -0.123  -2.831
O  -0.327  0.003  -4.020
O  -0.210  0.652  -1.889
C  -2.406  -1.741  -3.143
C  -3.705  -1.659  -2.649
C  -4.790  -1.835  -3.493
C  -4.597  -2.101  -4.837
C  -3.307  -2.179  -5.338
C  -2.222  -2.001  -4.502
C  -0.121  -2.572  -2.469
C  -0.434  -3.855  -2.905
C  0.565  -4.799  -3.064
C  1.881  -4.481  -2.771
C  2.193  -3.213  -2.310
C  1.199  -2.264  -2.158
H  -2.296  -1.723  -0.712
H  -3.898  -1.421  -1.613
H  -5.793  -1.755  -3.098
H  -5.446  -2.236  -5.491
H  -3.141  -2.370  -6.388
H  -1.220  -2.037  -4.900
H  -1.459  -4.115  -3.128
H  0.310  -5.786  -3.424
H  2.660  -5.218  -2.904
H  3.220  -2.958  -2.089
H  1.435  -1.271  -1.808
C  0.863  -2.426  1.781
N  1.990  -1.602  1.418
C  3.294  -2.107  1.787
C  4.354  -1.588  0.831
C  4.213  -0.076  0.746
N  2.867  0.263  0.341
C  2.695  1.422  -0.511
C  1.786  -0.404  0.809
O  0.633  0.045  0.669
H  0.958  -3.407  1.309
H  -0.043  -1.947  1.423
H  0.807  -2.554  2.865
H  3.261  -3.199  1.754
H  3.530  -1.810  2.819
H  4.187  -2.013  -0.158
H  5.348  -1.870  1.176
H  4.911  0.333  0.014
H  4.435  0.383  1.719
H  3.351  1.326  -1.379
H  2.934  2.349  0.015
H  1.663  1.457  -0.857
C  -4.609  2.486  -2.385
O  -3.190  2.626  -2.099
C  -2.592  1.743  -1.387
O  -3.120  0.731  -0.922
H  -4.718  2.395  -3.465
H  -5.100  3.384  -2.016
H  -4.992  1.596  -1.885

Values from the calculation:
Kohn-Sham gap (alpha / beta), eV: 8.18 / 7.79
HOMO (alpha / beta), eV: -7.97 / -7.96
F_max, eV/Å: 3.71
Spin multiplicity: 6
ΔE to the lowest compared entry with this formula, charge and spin, kJ/mol: 225.21

Atomic partial charges in e from the Mulliken method, atoms 1 to 4:
1 Fe 0.767
2 N -0.510
3 C 0.852
4 C -0.872


Entry 2:
Computed, not measured: C32H35HgN7S2Si2 as an isolated structure at a distorted geometry, with ωB97M-V/def2-TZVPD.

CARTESIAN COORDINATES (ANGSTROEM)
Hg  0.066  -0.272  0.200
C  -3.997  2.239  -0.493
C  -3.013  1.286  -0.664
N  -1.726  1.574  -0.528
C  -1.395  2.837  -0.181
C  -2.424  3.749  0.111
N  -3.697  3.472  -0.061
C  0.018  3.172  -0.106
C  0.427  4.495  -0.113
C  1.788  4.837  -0.088
C  2.683  3.746  -0.084
C  2.215  2.445  -0.070
N  0.899  2.145  -0.068
C  3.148  1.323  -0.116
C  4.492  1.429  0.266
N  5.351  0.436  0.158
C  4.877  -0.711  -0.335
C  3.543  -0.854  -0.674
N  2.676  0.142  -0.563
C  2.244  6.213  -0.064
C  1.354  7.307  -0.035
C  1.843  8.593  0.011
N  3.134  8.909  0.034
C  3.984  7.886  0.014
C  3.608  6.561  -0.035
H  -5.046  2.034  -0.659
H  -3.241  0.260  -0.918
H  -2.220  4.729  0.520
H  -0.322  5.266  -0.185
H  3.746  3.918  -0.146
H  4.889  2.341  0.689
H  5.584  -1.521  -0.438
H  3.166  -1.793  -1.048
H  0.285  7.166  -0.040
H  1.171  9.443  0.037
H  5.032  8.162  0.042
H  4.379  5.806  -0.042
S  1.223  -1.014  2.701
C  1.531  -2.440  1.885
N  1.493  -2.566  0.594
C  1.731  -3.830  0.164
C  1.747  -4.240  -1.165
C  1.993  -5.569  -1.449
C  2.204  -6.495  -0.433
C  2.193  -6.103  0.896
C  1.970  -4.772  1.188
S  1.905  -3.974  2.737
H  1.553  -3.513  -1.941
H  2.023  -5.896  -2.480
H  2.371  -7.535  -0.682
H  2.355  -6.815  1.689
C  -2.590  -3.225  2.863
Si  -2.830  -1.742  1.674
C  -2.585  -0.142  2.690
C  -4.684  -1.775  1.203
C  -1.594  -1.933  0.229
Si  -2.146  -2.544  -1.490
C  -1.909  -4.447  -1.553
C  -3.961  -2.285  -2.058
C  -1.068  -1.764  -2.866
H  -3.267  -3.182  3.713
H  -1.578  -3.240  3.257
H  -2.757  -4.172  2.359
H  -3.228  -0.131  3.566
H  -2.814  0.746  2.107
H  -1.560  -0.057  3.037
H  -5.295  -1.559  2.075
H  -4.986  -2.750  0.835
H  -4.930  -1.039  0.446
H  -0.923  -2.728  0.569
H  -2.616  -4.950  -0.901
H  -0.910  -4.725  -1.234
H  -2.052  -4.842  -2.555
H  -4.665  -2.756  -1.384
H  -4.104  -2.731  -3.038
H  -4.233  -1.238  -2.142
H  -0.043  -1.638  -2.526
H  -1.437  -0.781  -3.143
H  -1.048  -2.377  -3.763

Values from the calculation:
Net charge: -1
Kohn-Sham gap (alpha / beta), eV: 4.81 / 7.12
HOMO (alpha / beta), eV: -2.71 / -5.12
F_max, eV/Å: 1.32
Spin multiplicity: 2
ΔE to the lowest compared entry with this formula, charge and spin, kJ/mol: 52.50

Atomic partial charges in e from the Mulliken method, atoms 1 to 4:
1 Hg 1.534
2 C -0.553
3 C -0.321
4 N 0.008


Entry 3:
Computed, not measured: C32H35N4O4RuSSb2 as an isolated structure, with ωB97M-V/def2-TZVPD.

CARTESIAN COORDINATES (ANGSTROEM)
Ru  0.016  -0.336  -0.111
C  -1.082  -0.136  3.015
N  0.060  -0.007  2.103
C  1.253  0.169  2.575
C  2.354  0.300  1.697
C  3.701  0.573  1.938
C  4.313  0.657  0.689
C  3.309  0.422  -0.259
N  2.128  0.205  0.336
C  -1.145  -1.503  3.650
C  -1.346  -2.627  2.851
C  -1.374  -3.891  3.414
C  -1.209  -4.045  4.786
C  -1.018  -2.931  5.587
C  -0.983  -1.663  5.019
H  -1.986  0.040  2.427
H  -1.034  0.636  3.788
H  1.414  0.241  3.652
H  4.162  0.696  2.905
H  5.350  0.853  0.479
H  3.402  0.400  -1.336
H  -1.470  -2.512  1.780
H  -1.523  -4.755  2.779
H  -1.232  -5.032  5.227
H  -0.893  -3.046  6.656
H  -0.833  -0.792  5.646
C  -1.322  -1.285  -3.769
Sb  0.247  -0.045  -3.049
C  1.767  -0.637  -4.425
C  -0.346  1.826  -3.935
C  0.716  2.871  -3.752
C  1.817  2.870  -4.608
C  2.855  3.774  -4.467
C  2.804  4.716  -3.449
C  1.707  4.744  -2.604
C  0.652  3.841  -2.737
C  -0.500  3.938  -1.781
Sb  -0.282  2.585  -0.124
C  -1.783  3.383  1.166
C  1.421  3.519  0.767
H  -1.456  -1.148  -4.841
H  -2.236  -1.024  -3.237
H  -1.074  -2.323  -3.553
H  1.413  -0.492  -5.444
H  1.981  -1.692  -4.263
H  2.670  -0.056  -4.261
H  -1.291  2.076  -3.461
H  -0.526  1.621  -4.991
H  1.850  2.143  -5.411
H  3.694  3.749  -5.149
H  3.604  5.432  -3.322
H  1.654  5.491  -1.822
H  -1.465  3.705  -2.232
H  -0.555  4.935  -1.345
H  -1.602  4.444  1.329
H  -1.758  2.864  2.124
H  -2.755  3.240  0.702
H  1.254  4.589  0.885
H  2.293  3.350  0.136
H  1.610  3.069  1.739
S  -0.744  -5.043  -0.809
C  -0.293  -3.526  -0.606
N  0.045  -2.405  -0.452
O  -2.700  1.621  -1.465
C  -2.929  0.624  -0.773
O  -2.090  -0.330  -0.549
C  -4.244  0.497  -0.030
C  -4.494  -0.597  0.792
C  -5.690  -0.690  1.489
C  -6.621  0.323  1.347
C  -6.396  1.417  0.531
C  -5.198  1.499  -0.158
N  -7.896  0.237  2.093
O  -8.072  -0.743  2.782
O  -8.692  1.138  1.942
H  -3.746  -1.375  0.875
H  -5.909  -1.528  2.134
H  -7.155  2.183  0.450
H  -4.984  2.339  -0.807

Values from the calculation:
Kohn-Sham gap (alpha / beta), eV: 6.94 / 6.14
HOMO (alpha / beta), eV: -7.61 / -8.20
F_max, eV/Å: 0.62
Spin multiplicity: 6
ΔE to the lowest compared entry with this formula, charge and spin, kJ/mol: 0.00

Atomic partial charges in e from the Mulliken method, atoms 1 to 4:
1 Ru 1.272
2 C -1.553
3 N 0.892
4 C -0.052


Entry 4:
Computed, not measured: C32H36As2BO2S3SbTa as an isolated structure at a distorted geometry, with ωB97M-V/def2-TZVPD.

CARTESIAN COORDINATES (ANGSTROEM)
Ta  0.674  0.960  1.434
C  -1.667  -0.911  -0.779
C  -2.216  -0.722  0.644
As  -0.888  -1.472  1.876
C  -1.328  -3.328  1.592
C  -2.638  -3.691  1.866
C  -3.017  -5.011  1.681
C  -2.092  -5.951  1.231
C  -0.782  -5.574  0.981
C  -0.392  -4.254  1.170
C  -1.611  -1.271  3.657
C  -0.856  -1.794  4.701
C  -1.343  -1.736  6.001
C  -2.571  -1.137  6.258
C  -3.328  -0.620  5.211
C  -2.852  -0.693  3.908
As  0.166  -0.267  -0.958
C  0.290  0.125  -2.825
C  -0.719  0.871  -3.426
C  -0.677  1.095  -4.792
C  0.380  0.595  -5.546
C  1.396  -0.126  -4.933
C  1.357  -0.362  -3.565
C  1.298  -1.805  -0.808
C  2.471  -1.631  -0.077
C  3.381  -2.670  0.058
C  3.116  -3.885  -0.564
C  1.953  -4.053  -1.311
C  1.040  -3.015  -1.432
H  -2.277  -0.398  -1.509
H  -1.646  -1.962  -1.048
H  -3.161  -1.244  0.741
H  -2.380  0.329  0.868
H  -3.359  -2.975  2.233
H  -4.036  -5.307  1.896
H  -2.397  -6.980  1.085
H  -0.056  -6.306  0.644
H  0.634  -3.965  0.998
H  0.097  -2.262  4.507
H  -0.759  -2.152  6.814
H  -2.948  -1.086  7.275
H  -4.303  -0.185  5.408
H  -3.454  -0.302  3.095
H  -1.523  1.291  -2.836
H  -1.468  1.662  -5.270
H  0.411  0.769  -6.614
H  2.222  -0.510  -5.520
H  2.149  -0.922  -3.093
H  2.713  -0.660  0.365
H  4.292  -2.532  0.629
H  3.825  -4.699  -0.475
H  1.753  -5.001  -1.797
H  0.147  -3.149  -2.026
S  1.796  0.309  5.605
Sb  0.434  2.009  5.516
S  -0.903  1.894  2.980
S  0.976  2.826  3.055
C  -0.351  4.492  -2.738
C  0.799  3.818  -2.029
C  1.803  3.270  -3.033
O  0.268  2.641  -1.298
B  0.857  2.615  -0.058
O  1.622  3.714  0.218
C  1.463  4.676  -0.900
C  2.830  5.215  -1.250
C  0.570  5.776  -0.364
H  -0.720  3.838  -3.531
H  -0.014  5.426  -3.199
H  -1.175  4.714  -2.059
H  1.296  2.571  -3.700
H  2.615  2.734  -2.533
H  2.232  4.073  -3.636
H  3.548  4.417  -1.440
H  3.202  5.818  -0.421
H  2.770  5.856  -2.136
H  -0.413  5.396  -0.076
H  0.438  6.563  -1.110
H  1.040  6.217  0.516

Values from the calculation:
Net charge: +2
Kohn-Sham gap (alpha / beta), eV: 6.51 / 6.82
HOMO (alpha / beta), eV: -13.96 / -14.12
F_max, eV/Å: 2.23
Spin multiplicity: 2

Atomic partial charges in e from the Mulliken method, atoms 1 to 4:
1 Ta 0.320
2 C -1.435
3 C -0.879
4 As 0.478


Entry 5:
Computed, not measured: C32H36BCl5N12OSb2Ti as an isolated structure, with ωB97M-V/def2-TZVPD.

CARTESIAN COORDINATES (ANGSTROEM)
Ti  -1.737  0.991  -0.730
C  -2.969  4.722  -2.465
C  -3.193  3.387  -2.186
N  -2.096  2.837  -1.641
N  -1.151  3.813  -1.580
C  -1.664  4.952  -2.059
B  0.219  3.500  -0.920
N  -0.101  3.184  0.562
C  0.200  3.762  1.724
C  -0.451  3.077  2.746
C  -1.143  2.066  2.111
N  -0.936  2.133  0.780
N  0.775  2.154  -1.543
C  1.950  1.960  -2.135
C  2.059  0.624  -2.511
C  0.877  0.042  -2.105
N  0.099  0.972  -1.514
N  1.228  4.573  -1.113
C  1.545  5.273  -2.245
C  2.759  5.865  -2.044
C  3.142  5.452  -0.749
N  2.239  4.665  -0.201
H  -3.652  5.431  -2.900
H  -4.078  2.792  -2.346
H  -1.082  5.858  -2.075
H  0.873  4.603  1.752
H  -0.416  3.293  3.799
H  -1.778  1.301  2.529
H  2.643  2.779  -2.254
H  2.882  0.154  -3.019
H  0.538  -0.977  -2.193
H  0.897  5.293  -3.106
H  3.291  6.512  -2.719
H  4.036  5.707  -0.202
C  3.074  1.001  1.279
Sb  2.268  -0.961  1.597
C  1.352  -0.493  3.477
C  4.080  -1.692  2.674
C  5.272  -1.959  1.865
C  6.097  -0.895  1.486
C  7.246  -1.099  0.757
C  7.640  -2.403  0.369
C  6.872  -3.466  0.722
C  5.673  -3.296  1.476
C  4.928  -4.455  1.830
Sb  3.505  -5.012  0.092
C  5.032  -5.863  -1.127
C  2.978  -6.834  1.067
H  3.550  1.368  2.189
H  2.275  1.694  1.009
H  3.799  0.989  0.466
H  2.099  -0.111  4.171
H  0.883  -1.380  3.900
H  0.588  0.272  3.332
H  3.738  -2.542  3.259
H  4.251  -0.848  3.341
H  5.836  0.106  1.804
H  7.873  -0.257  0.493
H  8.559  -2.545  -0.183
H  7.175  -4.473  0.462
H  4.233  -4.384  2.660
H  5.502  -5.379  1.832
H  5.619  -6.585  -0.561
H  5.680  -5.091  -1.540
H  4.548  -6.381  -1.955
H  3.870  -7.382  1.363
H  2.411  -7.444  0.363
H  2.357  -6.639  1.938
Cl  -6.590  -2.320  3.470
C  -5.261  -1.770  2.557
C  -4.110  -2.563  2.438
Cl  -4.035  -4.082  3.206
C  -3.019  -2.115  1.693
Cl  -1.583  -3.034  1.526
C  -3.089  -0.877  1.070
O  -2.060  -0.378  0.350
C  -4.232  -0.102  1.192
Cl  -4.188  1.432  0.373
C  -5.326  -0.522  1.928
Cl  -6.707  0.471  2.050
N  -4.489  -1.808  -6.128
C  -4.433  -1.412  -4.868
N  -5.450  -1.652  -4.043
N  -3.317  -0.771  -4.490
C  -3.050  -0.292  -3.357
N  -2.680  0.180  -2.347
H  -5.284  -2.294  -6.510
H  -3.718  -1.592  -6.739
H  -6.286  -2.120  -4.354
H  -5.409  -1.368  -3.080

Values from the calculation:
Net charge: +3
Kohn-Sham gap (alpha / beta), eV: 5.94 / 5.33
HOMO (alpha / beta), eV: -14.82 / -14.81
F_max, eV/Å: 0.24
Spin multiplicity: 2
ΔE to the lowest compared entry with this formula, charge and spin, kJ/mol: 0.00

Atomic partial charges in e from the Mulliken method, atoms 1 to 4:
1 Ti -0.550
2 C -1.461
3 C -0.158
4 N 0.416


Entry 6:
Computed, not measured: C32H36BaF3N2O5Sb as an isolated structure at a distorted geometry, with ωB97M-V/def2-TZVPD.

CARTESIAN COORDINATES (ANGSTROEM)
Ba  1.343  0.081  0.568
O  3.279  0.509  -1.906
C  4.133  -0.631  -1.982
C  4.981  -0.791  -0.728
N  4.190  -0.968  0.494
C  3.867  -2.361  0.786
C  2.768  -2.883  -0.167
O  2.970  -3.943  -0.770
O  1.740  -2.119  -0.235
C  4.675  -0.127  1.589
C  4.348  1.341  1.237
O  5.224  2.194  1.306
O  3.124  1.478  0.837
H  3.209  0.783  -0.975
H  4.796  -0.504  -2.842
H  3.543  -1.537  -2.158
H  5.583  0.113  -0.618
H  5.672  -1.635  -0.869
H  3.466  -2.421  1.802
H  4.739  -3.019  0.710
H  5.748  -0.226  1.773
H  4.131  -0.384  2.504
C  -2.392  -3.032  0.186
C  -2.514  -3.591  1.452
C  -1.934  -2.957  2.534
C  -1.224  -1.765  2.347
N  -1.076  -1.254  1.114
C  -1.656  -1.866  0.081
C  -0.596  -1.022  3.490
C  -1.237  -1.087  4.736
C  -0.694  -0.440  5.839
C  0.497  0.267  5.678
C  1.102  0.326  4.424
C  0.596  -0.294  3.263
H  -2.832  -3.489  -0.692
H  -3.052  -4.521  1.591
H  -2.000  -3.387  3.525
H  -1.531  -1.383  -0.885
H  -2.183  -1.614  4.845
H  -1.196  -0.473  6.799
H  0.940  0.780  6.529
H  2.020  0.914  4.350
C  -2.035  0.621  -3.343
C  -1.496  -0.786  -3.654
Sb  0.509  -1.082  -2.842
C  0.405  -3.233  -2.933
C  -0.396  -3.832  -4.092
C  1.474  -0.871  -4.768
C  1.439  0.585  -5.253
H  -3.074  0.748  -3.666
H  -1.443  1.399  -3.838
H  -1.992  0.847  -2.272
H  -1.472  -0.985  -4.730
H  -2.139  -1.549  -3.204
H  0.015  -3.542  -1.961
H  1.442  -3.579  -2.932
H  -1.466  -3.631  -3.999
H  -0.273  -4.920  -4.129
H  -0.085  -3.441  -5.065
H  0.972  -1.540  -5.471
H  2.506  -1.217  -4.659
H  0.411  0.952  -5.347
H  1.914  0.707  -6.231
H  1.952  1.246  -4.549
F  -5.466  7.071  3.316
C  -5.832  6.171  2.385
F  -6.908  5.520  2.877
F  -6.304  6.897  1.344
C  -4.726  5.248  2.010
C  -5.018  4.016  1.434
C  -3.998  3.166  1.045
C  -2.643  3.516  1.212
C  -2.377  4.769  1.794
C  -3.398  5.620  2.183
C  -1.593  2.640  0.816
C  -0.689  1.861  0.479
H  -6.052  3.717  1.301
H  -4.224  2.201  0.609
H  -1.342  5.052  1.938
H  -3.162  6.576  2.634

Values from the calculation:
Net charge: -2
Kohn-Sham gap, eV: 6.28
HOMO, eV: -2.01
F_max, eV/Å: 3.54
Spin multiplicity: 1
ΔE to the lowest compared entry with this formula, charge and spin, kJ/mol: 131.64

Atomic partial charges in e from the Mulliken method, atoms 1 to 4:
1 Ba 1.707
2 O -0.655
3 C 0.315
4 C -1.513